DFT (ωB97M-V with the def2-TZVPD basis set) results for a cluster of 16 separate species, H32O16 in total in a non-equilibrium geometry.

Results
LUMO = -0.0158 Eh
energy above the lowest of the compared OMol25 structures with the same formula, charge and spin = 537.8 kJ/mol
spin multiplicity = 1
maximum force = 0.1109 Eh/bohr
gap between HOMO and LUMO = 0.3553 Eh
net charge = 0
total energy = -1222.9939 Ha

```
48
H32O16, DFT ωB97M-V with the def2-TZVPD basis set
O -24.3360 4.6930 -4.5260
H -24.1860 4.3840 -3.6480
H -23.4320 4.7140 -4.8690
O -24.8450 3.7030 0.5500
H -25.2300 2.8020 0.4880
H -25.1490 4.0570 -0.2780
O -25.1710 7.2460 -0.9630
H -25.9330 7.5780 -1.4130
H -24.9440 8.0400 -0.4670
O -23.4340 2.6830 -2.2530
H -23.1710 3.5280 -1.8510
H -23.2090 1.9710 -1.6570
O -25.3390 4.7060 -1.8720
H -26.1530 4.6110 -2.3160
H -25.4260 5.5960 -1.5060
O -22.1020 3.3930 0.8720
H -23.0460 3.5210 0.6410
H -21.6450 3.3200 0.0330
O -19.7430 5.5990 -0.1710
H -20.2850 4.9290 -0.5930
H -20.1520 5.8920 0.6390
O -22.3170 5.3560 -1.6600
H -21.8090 6.1350 -1.8960
H -22.9960 5.4800 -0.9730
O -21.0720 6.4920 1.9760
H -21.9200 6.4290 1.5930
H -20.8660 7.4120 2.0070
O -20.6490 6.9440 -3.2210
H -20.3950 7.5180 -3.9960
H -20.9810 6.1500 -3.6400
O -18.8380 8.1230 -1.1390
H -18.7070 8.6480 -1.9210
H -19.4120 7.3890 -1.3230
O -23.6400 6.3200 1.1220
H -24.0230 5.5820 1.5360
H -24.3420 6.6100 0.5460
O -21.6470 4.8760 -4.4070
H -21.4000 5.2730 -5.2290
H -21.1750 4.0590 -4.3520
O -18.6920 5.0910 -3.4020
H -19.3790 5.6840 -3.0240
H -18.0250 4.8980 -2.7370
O -23.3600 7.4390 -3.2110
H -22.4420 7.2820 -3.0520
H -23.8680 6.9650 -2.5500
O -21.7700 8.3840 -0.5520
H -22.1200 9.0750 0.0890
H -21.4400 8.9000 -1.1990
```